Record 1
Molecular formula: C48H49NO5S2Si
Method: DFT, wB97M-V/def2-TZVPD

CARTESIAN COORDINATES (ANGSTROEM)
C -3.443 -2.811 4.186
Si -4.379 -1.804 2.939
C -5.331 -2.869 1.740
C -5.519 -0.606 3.794
O -3.222 -0.986 2.025
C -2.766 0.359 1.967
C -3.784 1.219 1.211
C -4.701 0.571 0.390
C -5.688 1.296 -0.277
C -5.717 2.688 -0.167
C -4.749 3.347 0.594
C -3.782 2.615 1.290
C -2.432 0.805 3.387
C -3.162 1.777 4.074
C -2.793 2.121 5.380
C -1.763 1.436 6.019
C -1.110 0.387 5.364
C -1.450 0.067 4.049
C -1.461 0.330 1.083
C -1.703 -0.181 -0.352
C -1.717 1.047 -1.258
C -0.967 2.150 -0.487
N -0.884 1.678 0.884
C -0.320 2.409 1.836
C 0.120 3.742 1.652
C 0.938 4.275 0.678
C 1.214 5.694 0.693
C 2.423 6.217 0.157
C 2.723 7.568 0.287
C 1.829 8.439 0.933
C 0.628 7.938 1.461
C 0.322 6.593 1.336
H -4.143 -3.340 4.852
H -2.813 -3.558 3.681
H -2.791 -2.178 4.805
H -6.056 -3.511 2.267
H -5.895 -2.254 1.024
H -4.652 -3.521 1.172
H -6.426 -1.139 4.130
H -5.035 -0.167 4.680
H -5.834 0.214 3.131
H -4.661 -0.516 0.295
H -6.422 0.753 -0.878
H -6.493 3.255 -0.683
H -4.745 4.438 0.664
H -3.060 3.132 1.927
H -4.029 2.253 3.612
H -3.335 2.921 5.888
H -1.479 1.697 7.038
H -0.335 -0.197 5.862
H -0.970 -0.775 3.537
H -0.712 -0.307 1.585
H -0.847 -0.818 -0.615
H -2.601 -0.799 -0.431
H -1.242 0.864 -2.230
H -2.745 1.387 -1.446
H 0.037 2.312 -0.906
H -1.498 3.113 -0.550
H -0.269 1.976 2.839
H -0.218 4.398 2.469
H 1.483 3.653 -0.042
H 3.113 5.524 -0.323
H 3.667 7.946 -0.102
H 2.073 9.496 1.034
H -0.059 8.609 1.981
H -0.623 6.212 1.745
C 1.401 4.738 -6.251
C 2.663 4.727 -5.630
C 3.035 3.656 -4.829
C 2.194 2.518 -4.674
C 2.677 1.351 -3.972
S 1.687 -0.130 -4.155
C 2.221 -1.503 -3.140
C 2.458 -2.725 -3.764
C 2.978 -3.783 -3.023
C 3.233 -3.626 -1.656
C 2.952 -2.404 -1.033
C 2.448 -1.336 -1.776
O 0.316 0.128 -3.733
O 1.927 -0.576 -5.521
S 4.433 0.985 -4.179
C 4.889 0.772 -5.929
C 4.702 -0.443 -6.596
C 5.053 -0.575 -7.945
C 5.619 0.505 -8.629
C 5.906 1.686 -7.938
C 5.547 1.814 -6.594
O 5.207 2.113 -3.697
O 4.663 -0.316 -3.589
C 0.906 2.574 -5.289
C 0.528 3.658 -6.072
H 1.101 5.592 -6.861
H 3.370 5.544 -5.784
H 3.987 3.680 -4.307
H 2.284 -2.823 -4.837
H 3.189 -4.730 -3.525
H 3.650 -4.454 -1.083
H 3.139 -2.275 0.035
H 2.268 -0.360 -1.327
H 4.289 -1.297 -6.060
H 4.896 -1.529 -8.457
H 5.851 0.420 -9.692
H 6.425 2.508 -8.439
H 5.791 2.724 -6.048
H 0.217 1.742 -5.176
H -0.446 3.643 -6.571

Atomic forces in eV per Å
C 0.048 -0.293 0.163
Si 0.204 0.395 -0.084
C -0.028 -0.166 -0.132
C -0.249 0.172 0.225
O 0.481 0.162 -0.344
C -0.282 -0.098 -0.332
C 0.162 -0.073 0.403
C -0.470 0.037 -0.057
C 0.213 0.013 0.048
C -0.002 -0.080 -0.071
C 0.112 -0.034 0.036
C -0.333 0.073 -0.292
C -0.599 -0.131 -0.069
C 0.365 0.013 0.301
C -0.121 -0.078 -0.144
C 0.093 -0.037 0.023
C -0.004 -0.104 -0.222
C 0.197 0.216 0.413
C -0.061 -0.918 0.099
C 0.752 -0.273 0.081
C -0.375 0.511 -0.278
C -0.102 0.039 -1.597
N 1.231 1.111 2.059
C -1.016 -1.940 -1.321
C 0.934 1.327 -0.691
C -0.908 -0.796 1.196
C 0.551 1.618 0.145
C -0.857 -0.491 0.335
C -0.253 0.295 0.189
C 0.064 -0.605 -0.073
C 0.290 0.236 -0.135
C 0.204 -0.460 -0.167
H 0.233 0.081 -0.151
H -0.143 0.135 0.164
H -0.224 -0.150 -0.141
H 0.240 0.192 -0.126
H 0.114 -0.171 0.180
H -0.190 0.144 0.116
H 0.284 0.200 -0.091
H -0.179 -0.110 -0.231
H 0.050 -0.235 0.168
H -0.084 0.496 0.072
H 0.212 0.323 0.144
H 0.249 -0.107 0.142
H -0.074 -0.377 -0.046
H -0.244 -0.112 -0.354
H 0.398 -0.126 0.206
H 0.173 -0.303 -0.058
H -0.089 -0.057 -0.278
H -0.235 0.235 -0.024
H -0.141 0.384 0.313
H -0.354 0.385 -0.172
H -0.248 0.101 -0.046
H 0.194 0.184 0.111
H -0.054 -0.043 0.310
H 0.239 -0.135 0.085
H -0.347 -0.273 0.223
H 0.192 -0.240 0.308
H -0.245 0.052 -0.302
H 0.390 -0.356 -0.347
H -0.376 0.186 0.225
H -0.073 0.241 0.023
H -0.263 -0.071 0.055
H -0.063 -0.289 -0.037
H 0.197 -0.225 -0.234
H 0.419 0.295 -0.263
C 0.182 0.160 -0.038
C -0.736 -0.292 -0.133
C -0.304 -0.081 0.030
C -0.763 0.889 -0.667
C 1.399 -1.696 0.740
S 0.901 0.738 -1.222
C 0.509 0.088 0.415
C 0.135 0.133 -0.113
C -0.108 0.037 0.313
C -0.174 0.217 -0.230
C -0.087 -0.068 -0.067
C -0.050 -0.208 -0.105
O 0.069 0.031 0.198
O -0.778 -0.445 0.276
S -1.255 -0.112 0.079
C 0.396 0.255 -0.318
C -0.106 -0.146 0.038
C 0.021 0.223 0.214
C 0.023 0.057 0.266
C -0.094 -0.178 0.004
C -0.162 0.074 0.071
O 0.008 -0.334 -0.164
O 0.125 -0.059 0.053
C 0.453 0.095 -0.008
C 0.376 0.271 0.177
H 0.108 -0.268 0.094
H -0.269 -0.101 0.095
H -0.254 -0.014 -0.256
H 0.061 0.100 0.349
H -0.044 0.260 0.209
H -0.090 0.223 -0.109
H 0.004 -0.061 -0.331
H 0.116 -0.212 -0.065
H 0.027 0.329 -0.129
H -0.005 0.380 0.214
H 0.025 -0.007 0.314
H -0.257 -0.274 0.161
H -0.145 -0.224 -0.120
H 0.217 0.256 -0.110
H 0.334 0.073 0.223

## Properties
strongest force on any atom	2.64	eV/A
highest occupied orbital energy	-5.82	eV
DFT total energy	-91844.7959	eV
molecular weight	812.1	g mol⁻¹



Record 2
Molecular formula: C48H52BrN3O8PS2
Method: DFT, wB97M-V/def2-TZVPD

CARTESIAN COORDINATES (ANGSTROEM)
C 2.497 3.878 2.557
C 1.899 2.476 2.377
O 0.500 2.491 2.161
C 2.608 1.647 1.303
O 1.842 1.401 0.093
C 2.164 1.999 -1.043
C 1.286 2.856 -1.701
C -0.083 3.082 -1.153
C -0.325 4.384 -0.392
C -1.573 4.225 0.456
S -3.113 4.129 -0.514
C -3.262 2.428 -1.065
S -3.304 2.149 -2.658
N -3.508 1.386 -0.161
C -4.307 0.290 -0.466
C -4.266 -0.525 0.606
N -3.463 -0.002 1.589
C -3.043 1.133 1.132
C 1.713 3.418 -2.889
C 0.932 4.414 -3.699
O 1.465 5.440 -4.009
O -0.306 4.048 -4.034
P -1.253 5.105 -4.924
O -0.804 5.230 -6.297
O -2.674 4.474 -4.701
O -1.357 6.419 -4.068
C 2.971 3.121 -3.419
C 3.750 2.203 -2.776
N 3.342 1.636 -1.620
C 4.169 0.586 -1.009
C 3.381 -0.663 -0.637
O 3.674 -1.323 0.299
Br 1.888 -1.096 -1.758
H 3.057 3.939 3.485
H 1.724 4.643 2.614
H 3.180 4.154 1.756
H 2.088 1.927 3.301
H 0.178 3.259 2.643
H 3.578 2.085 1.084
H 2.798 0.657 1.708
H -0.387 2.233 -0.547
H -0.760 3.095 -2.004
H 0.508 4.612 0.275
H -0.455 5.219 -1.079
H -1.493 3.329 1.030
H -1.699 5.060 1.140
H -4.837 0.161 -1.388
H -4.761 -1.474 0.707
H -2.386 1.785 1.653
H -2.702 3.530 -4.903
H -0.803 6.434 -3.281
H 3.318 3.575 -4.331
H 4.708 1.905 -3.167
H 4.677 0.948 -0.124
H 4.934 0.304 -1.726
C 0.029 -1.046 5.157
C 0.631 -2.064 5.883
C 1.615 -2.849 5.297
C 2.003 -2.614 3.985
C 1.402 -1.595 3.260
C 0.414 -0.812 3.844
H -0.742 -0.438 5.613
H 0.331 -2.248 6.906
H 2.079 -3.646 5.863
H 2.770 -3.227 3.529
H 1.700 -1.416 2.232
H -0.059 -0.023 3.269
C -1.057 -3.057 -0.704
C -1.641 -2.517 -1.841
C -2.951 -2.837 -2.170
C -3.677 -3.695 -1.356
C -3.096 -4.232 -0.216
C -1.785 -3.915 0.110
H -0.037 -2.809 -0.444
H -1.078 -1.844 -2.478
H -3.404 -2.424 -3.062
H -4.697 -3.950 -1.614
H -3.663 -4.903 0.415
H -1.330 -4.336 0.997
C -4.924 -2.086 4.099
C -5.992 -2.890 4.472
C -5.867 -4.272 4.437
C -4.671 -4.850 4.035
C -3.602 -4.046 3.664
C -3.728 -2.664 3.694
H -5.019 -1.008 4.120
H -6.924 -2.440 4.790
H -6.701 -4.899 4.724
H -4.573 -5.928 4.011
H -2.668 -4.495 3.351
H -2.901 -2.034 3.397
C 8.353 5.013 -0.150
C 7.563 5.418 -1.218
C 6.339 4.807 -1.445
C 5.908 3.795 -0.599
C 6.695 3.391 0.472
C 7.921 3.999 0.695
H 9.308 5.489 0.025
H 7.902 6.210 -1.871
H 5.723 5.123 -2.279
H 4.949 3.326 -0.766
H 6.358 2.603 1.137
H 8.539 3.685 1.525
C -2.732 -8.931 -4.216
C -3.315 -7.769 -4.702
C -3.055 -6.553 -4.086
C -2.208 -6.497 -2.988
C -1.624 -7.659 -2.503
C -1.888 -8.877 -3.115
H -2.937 -9.880 -4.694
H -3.972 -7.812 -5.561
H -3.513 -5.646 -4.461
H -2.003 -5.548 -2.510
H -0.963 -7.616 -1.647
H -1.437 -9.784 -2.735

Atomic forces in eV per Å
C -0.003 0.010 -0.090
C 0.158 0.260 0.412
O 0.035 0.140 -0.367
C 0.045 -0.636 0.344
O -0.060 0.423 0.200
C 0.504 -0.182 0.092
C -0.252 0.069 0.044
C -0.445 0.107 -0.374
C 0.166 -0.231 0.287
C -0.288 0.213 -0.273
S 0.037 -0.038 0.049
C 0.194 -0.170 0.205
S -0.264 -0.254 -0.073
N -0.172 0.230 0.102
C -0.039 -0.494 -0.103
C -0.164 -0.235 -0.254
N 0.286 0.404 0.236
C -0.234 -0.086 -0.286
C 0.250 -0.257 -0.421
C 0.276 0.199 -0.060
O -0.195 0.148 0.066
O -0.023 0.102 0.393
P -0.530 0.314 -0.962
O 0.222 -0.104 0.264
O 0.320 -0.085 0.192
O 0.160 -0.186 0.116
C 0.055 -0.241 0.334
C -0.063 0.168 -0.311
N -0.020 0.140 0.058
C -0.154 0.049 -0.281
C -0.078 -0.133 0.498
O 0.037 0.040 -0.237
Br 0.083 -0.200 -0.342
H 0.092 -0.014 0.083
H -0.104 0.062 -0.045
H -0.013 0.088 -0.156
H 0.008 -0.117 0.095
H -0.207 -0.100 0.103
H -0.017 0.269 -0.187
H -0.075 -0.155 -0.058
H 0.207 -0.104 0.215
H -0.053 -0.163 -0.019
H 0.091 0.041 -0.028
H 0.107 0.126 -0.067
H 0.155 -0.417 0.499
H -0.151 0.127 -0.013
H 0.084 0.262 -0.167
H -0.037 -0.078 0.164
H 0.276 0.359 0.201
H -0.244 0.046 -0.090
H 0.010 0.255 0.034
H 0.003 0.080 -0.100
H 0.105 -0.136 0.074
H 0.027 0.006 0.128
H 0.011 -0.060 -0.133
C 0.012 0.014 0.011
C 0.009 -0.013 0.000
C -0.004 0.006 0.005
C 0.021 -0.004 -0.009
C 0.004 0.057 -0.014
C 0.012 0.074 -0.114
H -0.022 -0.010 -0.003
H -0.010 -0.011 0.004
H 0.006 -0.001 0.007
H 0.000 -0.003 -0.007
H -0.034 -0.059 -0.008
H -0.031 -0.013 0.010
C -0.069 0.002 0.041
C 0.033 0.021 0.002
C -0.014 0.016 -0.008
C -0.038 0.036 0.010
C -0.038 -0.001 0.030
C -0.015 0.015 -0.001
H 0.025 -0.028 0.027
H -0.004 -0.004 -0.021
H -0.004 0.017 -0.009
H -0.015 -0.021 -0.006
H -0.012 0.003 0.024
H 0.006 0.007 0.010
C -0.018 0.009 -0.001
C 0.000 0.001 -0.007
C -0.005 0.002 -0.002
C 0.006 -0.017 -0.018
C -0.024 0.000 -0.003
C 0.048 -0.027 -0.013
H 0.007 0.002 -0.019
H -0.007 0.000 -0.001
H -0.002 -0.005 0.010
H -0.001 -0.010 0.002
H 0.013 -0.010 0.016
H 0.022 0.040 -0.031
C -0.007 0.001 0.000
C 0.019 -0.003 -0.004
C -0.035 -0.025 -0.029
C 0.076 0.002 0.102
C -0.031 -0.026 -0.026
C 0.017 0.003 0.003
H 0.009 0.006 0.001
H 0.008 0.004 -0.008
H -0.008 0.022 0.013
H -0.087 0.064 0.026
H 0.008 0.006 0.010
H 0.004 0.002 0.009
C 0.002 -0.003 -0.001
C -0.012 0.002 -0.001
C -0.001 0.004 -0.002
C 0.056 0.009 -0.004
C -0.007 -0.010 -0.005
C 0.001 -0.002 0.004
H -0.002 -0.007 -0.004
H -0.010 -0.003 -0.002
H 0.004 0.008 -0.006
H 0.014 0.007 0.010
H 0.001 0.001 0.009
H 0.006 -0.006 -0.001

## Properties
charge	+1
strongest force on any atom	1.14	eV/A
highest occupied orbital energy	-10.45	eV
DFT total energy	-172467.0803	eV
molecular weight	974.0	g mol⁻¹